# 1
{"formula": "C6H6F3O2P", "method": "ωB97M-V/def2-TZVPD", "e_homo_ev": -8.68, "homo_lumo_gap_ev": 9.3, "de_lowest_kcal_mol": 51.5, "e_lumo_ev": 0.6, "symbols": ["C", "C", "C", "C", "C", "C", "O", "O", "F", "F", "F", "P", "H", "H", "H", "H", "H", "H"], "coordinates": [[2.4282, 0.4645, -1.0334], [1.7447, 1.6800, -1.4136], [2.0860, -0.5784, -0.3033], [0.4751, 2.0811, -1.1817], [-1.4428, -0.0933, 1.2510], [-2.5365, -1.9653, 1.2996], [0.8994, -0.7530, 0.3787], [-0.4110, 1.3855, -0.3140], [-3.6021, -1.9452, 2.0806], [-2.9130, -2.0603, -0.0340], [-1.7843, -3.0126, 1.5975], [-0.5525, -0.2175, -0.3203], [3.4607, 0.4215, -1.3067], [2.2698, 2.2439, -2.1660], [2.8169, -1.1783, 0.1887], [0.1926, 2.9216, -1.7919], [-0.9234, 0.1419, 2.1811], [-2.2077, 0.4641, 0.8878]], "atomic_forces_ev_per_a": [[0.547, 0.461, -0.106], [-1.505, -0.548, -0.462], [-1.216, 0.241, 2.256], [1.205, -1.645, 0.424], [-0.061, -5.497, 0.301], [1.968, 3.184, -1.570], [-0.397, 0.374, -1.080], [1.304, 3.082, -1.516], [0.212, 0.072, -0.329], [0.041, -0.145, 1.810], [-0.172, 0.276, -0.025], [1.172, -1.693, 0.677], [0.518, 0.069, -0.311], [0.073, 0.423, 0.035], [0.581, -0.845, -0.509], [-1.168, 0.258, 0.620], [-0.304, -0.095, -0.279], [-2.798, 2.030, 0.062]], "mulliken_charge": [-0.19, -0.19, -0.24, -0.28, -0.73, 0.64, -0.26, -0.23, -0.20, -0.23, -0.21, 0.05, 0.28, 0.26, 0.34, 0.38, 0.39, 0.39]}

# 2
{"formula": "C6H6HgN2O3S3", "method": "ωB97M-V/def2-TZVPD", "e_homo_ev": [-4.74, -5.13], "homo_lumo_gap_ev": [6.7, 6.4], "total_charge": -1, "spin_multiplicity": 2, "de_lowest_kcal_mol": 0.0, "e_lumo_ev": [2.0, 1.3], "symbols": ["Hg", "N", "C", "S", "C", "C", "C", "N", "C", "C", "H", "H", "H", "H", "H", "H", "O", "S", "O", "O", "S"], "coordinates": [[1.5365, -0.1455, -4.2667], [-1.1460, 0.4202, 3.2962], [-0.5881, -0.7715, 3.0352], [-0.6577, -2.0198, 4.1147], [0.0771, -0.8688, 1.7082], [-0.4100, -0.1698, 0.6097], [0.2640, -0.2523, -0.6011], [1.3652, -0.9788, -0.7666], [1.8159, -1.6628, 0.2838], [1.2191, -1.6458, 1.5329], [-1.5973, 0.5513, 4.1846], [-0.9880, 1.2124, 2.6964], [-1.3256, 0.4055, 0.6599], [-0.1085, 0.2928, -1.4587], [2.7105, -2.2548, 0.1190], [1.6213, -2.2156, 2.3579], [-1.1393, 0.7123, -4.1859], [-0.9764, 2.0014, -3.5224], [-1.4353, 2.0114, -2.1398], [-1.3989, 3.1431, -4.3032], [1.1615, 2.2352, -3.3540]], "atomic_forces_ev_per_a": [[-0.074, 0.426, 0.201], [0.088, -0.043, -0.039], [-0.047, -0.001, 0.113], [0.022, 0.001, -0.036], [0.075, 0.041, -0.121], [-0.068, -0.019, 0.119], [0.012, -0.042, -0.127], [0.053, -0.111, -0.016], [0.013, 0.020, 0.062], [-0.087, 0.042, -0.009], [-0.020, 0.007, -0.001], [-0.030, -0.009, -0.037], [0.032, 0.053, -0.050], [-0.027, 0.047, 0.032], [-0.006, 0.006, 0.009], [0.009, -0.013, 0.019], [0.037, -0.181, -0.005], [0.138, 0.351, 0.115], [-0.026, -0.072, -0.034], [-0.033, -0.027, 0.010], [-0.062, -0.474, -0.203]], "mulliken_spin": [0.49, 0.00, 0.00, 0.00, 0.00, 0.00, 0.00, -0.02, 0.00, 0.00, 0.00, 0.00, 0.00, 0.02, 0.00, 0.00, 0.00, 0.01, 0.00, 0.00, 0.50]}

# 3
{"formula": "C6H6N", "method": "ωB97M-V/def2-TZVPD", "e_homo_ev": [-14.67, -14.19], "homo_lumo_gap_ev": [8.5, 7.1], "total_charge": 1, "de_lowest_kcal_mol": 94.2, "e_lumo_ev": [-6.1, -7.1], "symbols": ["C", "C", "C", "C", "C", "C", "N", "H", "H", "H", "H", "H", "H"], "coordinates": [[-1.1365, -0.8540, -0.1042], [-0.1923, 1.6201, -0.3568], [0.0212, -1.4361, -0.2286], [1.7801, 0.3350, 0.2194], [-1.1391, 0.7649, 0.4083], [1.4142, -1.1612, 0.0047], [1.0145, 1.2100, -0.2051], [-1.9786, -1.3711, -0.6118], [-0.4473, 2.3059, -1.0780], [-2.2878, 0.9782, 0.4371], [-0.8373, 0.8504, 1.4294], [1.8543, -1.5956, 0.8868], [1.9345, -1.6464, -0.8012]], "atomic_forces_ev_per_a": [[1.328, -0.281, -1.282], [-0.641, -2.702, 1.415], [-0.723, 2.698, 1.590], [-2.281, 1.008, -1.280], [-2.983, -0.165, -0.036], [0.934, -1.275, 0.032], [1.539, -0.901, 0.408], [-0.053, 1.044, 0.743], [-0.437, 1.510, -1.661], [2.298, 0.172, -0.599], [0.286, -0.719, 0.826], [-0.297, -0.683, 0.479], [1.031, 0.293, -0.633]], "mulliken_charge": [-0.27, -0.12, 0.03, -0.01, -0.60, -0.24, -0.04, 0.37, 0.46, 0.32, 0.38, 0.36, 0.38]}

# 4
{"formula": "C6H6N", "method": "ωB97M-V/def2-TZVPD", "e_homo_ev": [-14.40, -14.40], "homo_lumo_gap_ev": [7.5, 7.5], "total_charge": 1, "de_lowest_kcal_mol": 83.1, "e_lumo_ev": [-6.9, -6.9], "symbols": ["C", "C", "C", "C", "C", "C", "N", "H", "H", "H", "H", "H", "H"], "coordinates": [[0.2857, 1.2955, -0.2963], [-1.0999, 1.2277, -0.2993], [2.2751, -0.5855, 0.4864], [-2.1791, -1.1245, 0.0576], [1.2686, 0.3360, -0.2554], [-1.6419, -0.0036, -0.0461], [1.7715, -0.6174, -0.8540], [0.5502, 2.3154, -0.5273], [-1.6794, 2.0777, -0.4371], [3.2170, -0.1386, 0.5802], [1.8531, -1.2090, 1.2124], [-1.8789, -2.0163, -0.5441], [-2.7420, -1.5573, 0.9230]], "atomic_forces_ev_per_a": [[-1.210, 2.201, -0.828], [1.323, -3.049, 1.437], [-0.769, 1.823, -0.719], [-0.614, -3.828, 1.239], [-0.186, -0.523, 1.526], [0.318, 2.076, -0.976], [0.121, -1.536, -1.924], [0.941, 0.269, 0.094], [-0.992, 1.324, -0.539], [1.371, 0.168, 0.572], [-0.334, -1.001, 0.937], [-0.372, 1.068, -0.436], [0.401, 1.007, -0.384]], "mulliken_charge": [0.01, -0.49, -0.14, -0.46, 0.17, 0.25, -0.31, 0.35, 0.49, 0.26, 0.25, 0.30, 0.31]}

# 5
{"formula": "C6H6N2", "method": "ωB97M-V/def2-TZVPD", "e_homo_ev": -8.44, "homo_lumo_gap_ev": 7.6, "de_lowest_kcal_mol": 175.9, "e_lumo_ev": -0.9, "symbols": ["C", "C", "C", "C", "C", "C", "H", "H", "H", "H", "H", "H", "N", "N"], "coordinates": [[-0.7475, -1.8664, -0.2852], [0.1037, -0.8220, -0.0244], [1.3129, -1.1639, 0.5345], [0.5152, 1.5580, 0.5764], [-0.3049, 0.5941, -0.0991], [-1.2091, 1.2873, -1.0254], [-2.1449, -1.7749, -0.3487], [-0.3728, -2.9699, -0.4395], [1.8841, -2.1536, 0.8996], [0.6920, 2.7516, 0.3306], [-1.0526, 2.4259, -0.5931], [-2.2208, 1.2818, -1.9729], [1.9297, -0.2655, 1.3549], [1.6151, 1.1177, 1.0923]], "atomic_forces_ev_per_a": [[-3.320, -1.109, -0.622], [-4.271, -1.445, -2.083], [6.138, 0.688, 6.081], [4.023, 0.986, -0.264], [-3.993, 1.947, -4.036], [-0.153, 1.898, 1.999], [4.935, 0.042, -0.026], [-0.717, 2.439, 0.686], [-2.305, 1.520, -1.883], [-1.435, -3.149, 0.660], [-1.186, -2.667, -1.954], [3.804, -0.932, 3.287], [-1.718, -0.280, -3.361], [0.198, 0.062, 1.515]], "mulliken_charge": [-0.69, 0.73, -0.20, -0.25, 0.47, -0.78, 0.20, 0.28, 0.32, 0.28, 0.18, 0.26, -0.44, -0.37]}

# 6
{"formula": "C6H6N2", "method": "ωB97M-V/def2-TZVPD", "e_homo_ev": [-7.24, -7.23], "homo_lumo_gap_ev": [6.4, 6.4], "de_lowest_kcal_mol": 162.0, "e_lumo_ev": [-0.8, -0.9], "symbols": ["C", "C", "C", "C", "C", "C", "N", "N", "H", "H", "H", "H", "H", "H"], "coordinates": [[-1.7626, 0.0164, -0.1151], [-0.8278, 0.9995, -0.1364], [-1.1634, -1.2316, -0.0418], [0.3960, 0.4264, 0.0930], [1.2723, -1.7664, 0.0027], [1.8373, 0.8349, 0.0912], [2.7033, -0.1840, -0.1796], [0.2284, -0.9758, 0.0919], [-2.7107, 0.2834, -0.4927], [-1.1253, 2.0995, -0.1381], [-1.6369, -2.2739, 0.0704], [1.2039, -2.7715, -0.0332], [1.9170, 1.8406, -0.3772], [2.1950, 1.2321, 1.0592]], "atomic_forces_ev_per_a": [[-0.822, -3.197, -1.147], [2.265, 3.549, 1.309], [-1.457, -0.677, 0.678], [0.542, 0.899, -0.558], [3.067, 7.978, -0.076], [-1.713, 1.702, 1.719], [-0.459, -5.118, -1.044], [-1.179, -0.623, 0.006], [-1.431, -0.489, 0.367], [0.931, -1.698, -0.238], [1.179, 1.927, -0.422], [-0.218, -3.269, -0.220], [0.150, -0.805, -1.346], [-0.858, -0.178, 0.973]], "mulliken_charge": [-0.47, -0.40, -0.39, 0.10, -0.16, -0.20, -0.54, 0.17, 0.40, 0.31, 0.27, 0.30, 0.37, 0.23]}

# 7
{"formula": "C6H6N2O", "method": "ωB97M-V/def2-TZVPD", "e_homo_ev": -9.55, "homo_lumo_gap_ev": 9.3, "de_lowest_kcal_mol": 83.7, "e_lumo_ev": -0.3, "symbols": ["C", "C", "C", "C", "C", "C", "H", "H", "H", "H", "H", "H", "N", "N", "O"], "coordinates": [[1.0700, 0.8766, 0.8435], [0.0990, 0.0636, 0.1086], [-0.4650, -1.1083, 0.5695], [-1.2362, -1.7473, -0.2160], [-1.5572, -1.2230, -1.5581], [-0.2499, 0.5828, -1.1005], [1.7206, -0.6795, 1.9563], [1.9443, 1.0347, 2.9440], [-0.7570, -1.3181, 1.7286], [-1.9737, -2.7875, 0.0613], [-2.2014, -1.7454, -2.2867], [0.2895, 1.7470, -1.4078], [1.7733, 0.2800, 1.9205], [-1.0577, -0.1079, -1.9544], [1.2506, 2.2347, 0.6700]], "atomic_forces_ev_per_a": [[2.277, 6.999, 2.854], [1.589, 2.086, -0.242], [0.292, 1.032, 6.675], [-7.040, -5.859, -5.211], [0.668, -1.687, 1.529], [1.357, 2.398, -2.041], [-0.140, -2.387, 0.934], [-0.584, -3.545, -4.736], [1.994, 0.412, -2.523], [2.581, 3.357, -0.453], [0.276, 0.060, 0.712], [-1.964, -3.978, 0.840], [-0.584, 6.359, 1.468], [0.519, 2.236, -0.346], [-1.240, -7.485, 0.543]], "mulliken_charge": [0.35, 0.68, -0.34, -0.27, -0.11, -0.16, 0.22, 0.35, 0.21, 0.16, 0.36, 0.25, -0.50, -0.56, -0.64]}

# 8
{"formula": "C6H6N2O2", "method": "ωB97M-V/def2-TZVPD", "e_homo_ev": -9.53, "homo_lumo_gap_ev": 9.3, "de_lowest_kcal_mol": 105.9, "e_lumo_ev": -0.2, "symbols": ["O", "C", "C", "C", "N", "C", "O", "N", "H", "H", "H", "H", "C", "C", "H", "H"], "coordinates": [[2.6177, 0.4364, -0.9620], [1.5341, 0.0798, -0.3482], [1.3847, 0.1192, 1.0506], [0.2785, -0.2745, 1.7803], [-0.6588, -1.0808, 1.0867], [-0.6878, -0.9852, -0.3673], [-1.5808, -1.5816, -0.8345], [0.3914, -0.5613, -1.0133], [1.9150, 1.0936, 1.3601], [0.2300, -0.2295, 2.7796], [-1.3680, -1.7397, 1.4224], [0.4254, -0.5076, -2.0708], [-2.0894, 1.6901, -0.3838], [-1.2400, 2.4708, 0.1191], [-2.6934, 0.9359, -1.1244], [-0.0130, 2.5019, 0.3873]], "atomic_forces_ev_per_a": [[-5.117, -1.297, 1.980], [2.654, -0.948, -3.736], [-0.539, 3.989, 2.525], [0.372, -2.767, -5.717], [2.010, 2.302, -0.510], [0.754, -1.758, 3.909], [-3.331, -1.173, -2.762], [3.840, 2.675, -1.706], [-0.180, -2.156, 0.485], [-0.453, 0.576, 3.499], [0.495, 0.846, 0.159], [-0.431, -0.354, 1.892], [1.458, 0.502, -0.844], [1.333, -3.536, -1.196], [1.428, 2.558, 2.585], [-4.292, 0.541, -0.562]], "mulliken_charge": [-0.63, 0.42, -0.47, -0.20, -0.09, 0.08, -0.56, 0.03, 0.30, 0.55, 0.25, 0.28, -0.23, -0.27, 0.32, 0.23]}

# 9
{"formula": "C6H6N2O2S4", "method": "ωB97M-V/def2-TZVPD", "e_homo_ev": -9.17, "homo_lumo_gap_ev": 8.7, "de_lowest_kcal_mol": 54.1, "e_lumo_ev": -0.5, "symbols": ["O", "C", "C", "S", "C", "S", "N", "C", "O", "C", "S", "C", "S", "N", "H", "H", "H", "H", "H", "H"], "coordinates": [[2.5221, 1.8549, -1.4428], [1.4057, 1.4317, -1.4830], [0.6860, 0.8876, -2.6712], [-0.1215, -0.6407, -2.1324], [-0.6923, 0.2432, -0.5952], [-2.1915, 1.1299, -0.8399], [-0.5650, -0.6067, 0.5733], [-0.2731, -0.1655, 1.7971], [-0.3479, 0.9995, 2.0753], [0.3734, -1.2306, 2.5882], [-0.2000, -2.8719, 1.8834], [-0.8533, -1.9607, 0.5119], [-1.8554, -2.6917, -0.5034], [0.6208, 1.3718, -0.3414], [-0.0644, 1.5546, -3.0261], [1.3614, 0.4124, -3.4459], [-2.6293, 1.4794, 0.3013], [1.4210, -1.0890, 2.4722], [0.3487, -1.3352, 3.7249], [1.0544, 1.2269, 0.5537]], "atomic_forces_ev_per_a": [[1.177, 0.473, -0.515], [-0.441, -0.396, 1.579], [0.946, -2.129, -1.016], [-0.896, 0.804, 1.126], [3.518, 1.929, 1.256], [-0.410, -0.576, -3.091], [-0.838, -1.925, -2.230], [0.567, 1.469, 1.515], [-0.193, 0.635, 0.992], [0.001, -2.569, 2.564], [0.436, 2.102, -0.175], [-0.369, -0.999, 0.690], [-0.243, -0.177, -0.893], [-2.998, -2.432, -1.853], [-0.284, 0.620, -0.669], [-0.483, 1.564, 0.585], [0.008, 0.410, 2.368], [1.098, -0.043, -0.713], [-0.933, 0.845, -1.500], [0.336, 0.394, -0.021]], "mulliken_charge": [-0.58, 0.51, -0.61, -0.03, 0.26, -0.24, 0.14, 0.27, -0.56, -0.55, -0.08, 0.24, -0.25, -0.25, 0.34, 0.35, 0.14, 0.32, 0.38, 0.20]}

# 10
{"formula": "C6H6N2O3S", "method": "ωB97M-V/def2-TZVPD", "e_homo_ev": -9.56, "homo_lumo_gap_ev": 8.8, "de_lowest_kcal_mol": 106.9, "e_lumo_ev": -0.7, "symbols": ["O", "C", "C", "C", "C", "C", "N", "C", "S", "O", "O", "N", "H", "H", "H", "H", "H", "H"], "coordinates": [[-0.9472, -2.9861, 0.3867], [-1.1005, -1.8092, 0.1128], [-0.0076, -1.1229, -0.7442], [1.1108, -0.6040, -0.0173], [0.9485, 0.5518, 0.8282], [0.3202, 1.7075, 0.3770], [-0.2610, 1.7607, -0.8064], [-1.0364, 0.7993, -1.2145], [-2.2730, 0.5672, 0.0119], [-2.0897, 1.4909, 1.1265], [-3.5914, 0.4833, -0.5652], [-2.0665, -0.9907, 0.5639], [0.4362, -1.8243, -1.4101], [2.0484, -1.1109, -0.2399], [1.8056, 0.5766, 1.3602], [0.4405, 2.6923, 0.8822], [-1.4317, 0.8239, -2.2497], [-2.9477, -1.3903, 1.1348]], "atomic_forces_ev_per_a": [[-0.710, 0.926, -0.250], [1.746, -0.601, -0.404], [0.907, 0.423, 1.427], [-3.134, 1.253, 0.147], [-0.058, -2.700, -3.170], [-0.169, 1.040, 0.145], [0.454, 1.063, -0.361], [0.650, -0.564, -0.525], [-2.854, -0.201, 2.221], [-0.022, -1.247, -1.414], [0.545, 0.703, -0.492], [-2.556, -1.029, 2.069], [-0.678, -0.704, -1.174], [0.167, 0.513, 0.557], [2.306, 1.231, 2.620], [0.327, -0.966, -0.378], [0.244, -0.283, 0.746], [2.836, 1.144, -1.765]], "mulliken_charge": [-0.59, 0.63, -0.43, -0.10, -0.70, -0.12, -0.39, -0.33, 1.15, -0.59, -0.68, -0.23, 0.41, 0.41, 0.48, 0.37, 0.37, 0.33]}

no.,electronic energy (eV)
1,-27852.467
2,-52124.638
3,-7795.656
4,-7796.138
5,-9291.117
6,-9291.720
7,-11342.802
8,-13390.036
9,-56733.875
10,-26272.673